Entry from OMol25: a molecular structure, C8H24CsO8 in a non-equilibrium geometry (ωB97M-V with the def2-TZVPD basis set).

```
41
Properties=species:S:1:pos:R:3:forces:R:3
H -2.105437 5.075464 0.542451 0.0 -0.1 -0.5
H -0.691063 4.758467 2.330203 0.1 -0.2 0.1
O 0.240150 1.103588 -1.714670 -0.1 0.0 -0.3
H -2.544436 -1.560321 3.878836 0.0 0.0 0.1
H -1.596213 -1.943866 5.345765 0.1 0.1 0.0
C 4.019917 -2.077811 -2.264122 0.5 1.1 0.2
O -2.443106 -3.918468 2.739890 -0.1 0.5 0.1
C -1.905077 -3.602499 4.030132 -0.1 -0.5 -0.4
H 2.470575 -3.160166 -1.705164 -0.1 0.0 0.0
O -1.298644 3.690683 -0.778687 0.0 0.7 -0.6
H 0.185585 -0.122539 -3.414374 -0.1 0.0 0.1
H 0.197806 1.563056 -3.786365 0.3 0.5 0.6
H 2.258242 -1.497697 -0.520480 0.2 -0.4 -0.2
C -1.693653 -2.117826 4.277300 0.1 -0.4 0.1
H 2.301182 -0.862285 -2.797381 0.1 0.1 -0.2
O -0.473050 -1.634205 3.654824 -0.4 -0.1 -0.3
H -2.157247 1.697106 -2.639901 0.1 0.0 0.1
C -1.729507 0.859180 -3.194026 0.6 -0.1 -0.8
H -0.987004 -4.190460 4.152041 0.1 0.4 0.3
H 0.030662 0.288525 -1.248626 0.2 0.0 0.0
Cs 0.883250 0.056565 1.602483 0.2 0.4 0.1
H 4.582283 -2.046196 -3.200911 -0.5 -0.2 -0.3
O -2.362884 -0.375189 -2.854392 0.5 0.3 0.2
H -0.990357 2.781172 -0.818027 0.1 -0.1 0.3
H -1.853148 -0.761155 -2.133834 -0.3 -0.1 0.0
H 0.312327 4.890106 0.902026 0.5 -0.5 0.0
H -1.887797 -3.561117 2.039730 0.0 -0.2 0.0
O 3.305375 -3.284596 -2.155557 0.3 -0.2 -0.2
H -0.541275 -1.972472 2.754503 0.0 -0.2 0.1
H 1.025165 2.871386 1.760651 0.0 0.7 0.0
O 0.065020 2.913620 1.740980 0.6 -0.4 -0.2
H 3.786229 0.032286 -2.396864 -0.2 0.3 0.4
H -2.638526 -4.007585 4.729336 0.0 0.2 0.0
C -1.611657 4.102421 0.528987 0.1 -0.8 0.5
H -2.301490 3.362128 0.957154 0.0 0.3 0.3
C -0.193799 0.846042 -3.067655 -1.1 -0.3 -0.3
C 3.163127 -0.815589 -2.128931 0.0 -1.1 -0.3
O 2.658133 -0.666030 -0.784755 0.0 0.4 0.2
C -0.388220 4.230993 1.419780 -1.1 0.6 -0.1
H 4.828694 -1.977552 -1.524893 -0.3 -0.4 0.3
H -1.920144 1.032821 -4.257453 -0.3 -0.1 0.1
```
Positions in Å, forces in eV/Å.

Calculated values
Charge: +1
Spin multiplicity: 1
Gap between HOMO and LUMO (eV): 8.826
E_HOMO (eV): -12.91

Results of the Mulliken charge analysis, in e, for atoms 1 through 5: 0.358 0.315 -0.398 0.260 0.301